# 1
ORCA calculation (ωB97M-V/def2-TZVPD) on a 10-piece molecular cluster, C30H70N10O10 overall in a non-equilibrium geometry.

ORCA input file:
```
! wB97M-V def2-TZVPD RIJCOSX def2/J DEFGRID3
* xyz 0 1
C 0.83 5.36 2.17
N 2.11 5.28 1.59
C 2.39 5.02 0.34
C 3.86 5.10 -0.09
O 1.56 4.62 -0.51
H 0.43 4.37 2.40
H 0.12 5.98 1.61
H 0.93 5.85 3.13
H 2.89 5.69 2.09
H 4.04 6.18 -0.16
H 3.87 4.53 -1.02
H 4.58 4.68 0.61
C -2.99 3.66 1.21
N -3.17 2.39 0.51
C -2.73 1.98 -0.62
C -1.93 2.96 -1.42
O -2.98 0.85 -0.98
H -2.59 4.46 0.59
H -2.46 3.55 2.16
H -3.93 4.04 1.62
H -3.65 1.67 1.02
H -2.40 3.88 -1.79
H -1.47 2.33 -2.18
H -1.11 3.24 -0.76
C -2.83 -4.05 6.07
N -2.09 -3.86 4.77
C -1.11 -2.98 4.53
C -0.61 -3.10 3.15
O -0.54 -2.27 5.42
H -2.22 -3.64 6.88
H -3.11 -5.10 6.14
H -3.81 -3.59 6.15
H -2.59 -4.20 3.97
H 0.36 -3.56 3.38
H -0.16 -2.17 2.81
H -1.03 -3.82 2.46
C -6.15 -4.25 -1.48
N -4.81 -3.82 -1.12
C -4.01 -3.21 -2.05
C -2.65 -2.91 -1.51
O -4.40 -2.74 -3.13
H -6.38 -3.96 -2.51
H -7.07 -3.85 -1.06
H -6.28 -5.33 -1.40
H -4.53 -3.91 -0.15
H -2.55 -3.18 -0.46
H -2.56 -1.82 -1.55
H -1.84 -3.40 -2.05
C -0.81 1.15 3.27
N 0.07 0.26 4.00
C 1.26 0.55 4.36
C 2.06 -0.50 5.14
O 1.74 1.67 4.07
H -0.36 2.13 3.11
H -1.69 1.42 3.84
H -1.13 0.61 2.38
H -0.33 -0.62 4.31
H 1.46 -0.77 6.01
H 3.06 -0.15 5.40
H 2.28 -1.36 4.51
C 1.33 2.90 -4.37
N 2.64 3.64 -4.23
C 2.89 4.93 -4.40
C 1.77 5.91 -4.30
O 4.01 5.37 -4.59
H 1.15 2.86 -5.45
H 0.59 3.30 -3.68
H 1.45 1.86 -4.09
H 3.54 3.16 -4.26
H 1.33 5.80 -3.31
H 1.10 5.76 -5.15
H 2.18 6.91 -4.44
C 2.32 -3.85 -2.74
N 1.53 -5.07 -2.83
C 0.92 -5.58 -1.77
C -0.02 -6.76 -2.19
O 1.18 -5.25 -0.62
H 3.01 -4.19 -1.98
H 1.66 -3.01 -2.53
H 2.87 -3.63 -3.66
H 1.12 -5.29 -3.73
H 0.44 -7.70 -2.49
H -0.76 -6.45 -2.93
H -0.44 -6.89 -1.19
C 4.89 0.92 -3.02
N 5.91 0.78 -4.08
C 7.03 1.47 -4.11
C 7.52 2.26 -2.93
O 7.69 1.49 -5.15
H 4.04 0.27 -3.21
H 4.43 1.91 -3.00
H 5.41 0.52 -2.15
H 5.60 0.39 -4.96
H 7.10 1.81 -2.03
H 7.33 3.33 -2.93
H 8.59 2.26 -2.71
C -6.14 -3.42 2.93
N -5.17 -2.33 2.80
C -3.98 -2.47 2.04
C -3.31 -1.18 1.64
O -3.44 -3.50 1.83
H -6.28 -3.83 3.93
H -5.94 -4.27 2.28
H -7.15 -3.06 2.75
H -5.37 -1.43 3.20
H -2.51 -0.99 2.35
H -3.98 -0.33 1.71
H -2.92 -1.33 0.63
C 1.71 1.54 0.24
N 1.65 0.92 -1.10
C 0.79 0.07 -1.52
C 0.10 -0.87 -0.48
O 0.76 -0.17 -2.72
H 1.71 0.92 1.14
H 0.83 2.16 0.44
H 2.50 2.28 0.23
H 2.36 1.21 -1.76
H -0.91 -0.56 -0.20
H 0.57 -0.94 0.50
H -0.09 -1.88 -0.85
*
```

As for the frontier orbital gap: 9.16 eV. The SMILES is CNC(C)=O.CNC(C)=O.CNC(C)=O.CNC(C)=O.CNC(C)=O.CNC(C)=O.CNC(C)=O.CNC(C)=O.CNC(C)=O.CNC(C)=O. As for the LUMO energy: 0.00204 Ha. The value obtained for the relative energy (zero: lowest compared OMol25 entry of this formula, charge and spin) is 129.31 kcal/mol.

# 2
ORCA calculation (ωB97M-V/def2-TZVPD) on C7H16AsIO6P as an isolated structure in a non-equilibrium geometry.

ORCA input file:
```
! wB97M-V def2-TZVPD RIJCOSX def2/J DEFGRID3
* xyz -1 1
O -3.38 0.11 2.91
C -3.47 -0.98 3.68
O -2.62 -2.17 3.61
C -1.19 -1.83 3.54
C -0.75 -1.73 1.93
As -0.71 -3.56 1.08
P -1.76 -2.88 -0.83
O -3.49 -2.80 -0.42
I -1.00 -0.63 -1.57
H -4.37 -1.00 4.46
H -0.90 -0.84 4.12
H -0.59 -2.72 4.06
H 0.34 -1.31 1.93
H -1.49 -0.96 1.44
H -2.12 -3.87 1.68
H -0.71 -5.03 0.52
H 0.71 -3.33 0.48
H -0.06 -4.10 2.40
H -3.89 -2.33 -1.21
C 3.94 3.75 -2.14
C 2.69 3.49 -2.96
C 1.42 3.66 -2.18
O 0.53 2.78 -2.84
C 1.31 1.80 -3.41
O 0.87 0.77 -3.89
O 2.63 2.13 -3.36
H 4.06 2.99 -1.36
H 4.83 3.68 -2.77
H 3.92 4.74 -1.68
H 2.70 4.11 -3.86
H 1.05 4.69 -2.23
H 1.51 3.36 -1.13
*
```

As for the frontier orbital gap: 5.49 eV. As for the LUMO energy: 0.08638 Ha. The value obtained for the relative energy (zero: lowest compared OMol25 entry of this formula, charge and spin) is 59.03 kcal/mol.

# 3
ORCA calculation (ωB97M-V/def2-TZVPD) on a single C4H8BNO2 molecule in a non-equilibrium geometry.

ORCA input file:
```
! wB97M-V def2-TZVPD RIJCOSX def2/J DEFGRID3
* xyz 0 1
H 0.90 2.83 -1.39
N 0.30 2.05 -1.63
C 0.09 1.16 -0.77
O 0.62 1.25 0.47
B 0.28 0.06 1.19
C 0.53 -0.27 2.68
O -0.68 -0.63 0.50
C -0.76 -0.12 -0.89
C -0.43 -1.20 -1.90
H -0.23 0.29 3.22
H 1.56 0.00 3.00
H 0.35 -1.31 2.82
H -1.70 0.26 -0.95
H 0.56 -1.74 -1.74
H -0.19 -0.71 -2.75
H -1.18 -1.90 -1.86
*
```

As for the frontier orbital gap: 10.72 eV. The SMILES is [H]/N=C1\OB(C)O[C@@H]1C. As for the LUMO energy: 0.02101 Ha. The value obtained for the relative energy (zero: lowest compared OMol25 entry of this formula, charge and spin) is 0.00 kcal/mol.

# 4
ORCA calculation (ωB97M-V/def2-TZVPD) on C4H4P2 as an isolated structure in a non-equilibrium geometry.

ORCA input file:
```
! wB97M-V def2-TZVPD RIJCOSX def2/J DEFGRID3
* xyz 0 1
C 2.11 -1.18 -0.02
C -3.30 0.81 0.46
C 1.28 -0.58 -0.91
C 0.71 0.44 -0.08
P 1.48 0.01 1.42
P -4.24 0.85 1.69
H 2.92 -1.89 -0.12
H -2.37 0.91 -0.08
H 1.35 -0.64 -1.94
H 0.06 1.28 -0.41
*
```

As for the frontier orbital gap (spin up / spin down): 7.46 / 7.31 eV. As for the LUMO energy (spin up / spin down): -0.01846 / -0.03012 Ha. The value obtained for the relative energy (zero: lowest compared OMol25 entry of this formula, charge and spin) is 63.97 kcal/mol.

# 5
ORCA calculation (ωB97M-V/def2-TZVPD) on C20H33AsN6OS2SiV as an isolated structure.

ORCA input file:
```
! wB97M-V def2-TZVPD RIJCOSX def2/J DEFGRID3
* xyz 1 3
V 0.62 -0.32 0.21
C 4.18 -1.63 -3.04
As 4.01 -0.55 -1.46
C 5.76 -0.35 -0.70
C 3.42 1.20 -2.04
S 2.75 -1.50 -0.03
H 4.86 -1.16 -3.75
H 3.19 -1.74 -3.49
H 4.55 -2.62 -2.76
H 6.44 0.08 -1.44
H 6.12 -1.32 -0.38
H 5.68 0.32 0.16
H 3.91 1.45 -2.97
H 3.67 1.93 -1.28
H 2.34 1.18 -2.18
S 1.29 1.93 0.70
C -0.26 2.47 1.28
N -1.17 2.92 0.43
C -2.51 3.37 0.84
C -2.91 2.66 2.12
C -1.81 2.85 3.15
N -0.52 2.46 2.57
H -0.95 2.84 -0.56
H -3.20 3.15 0.03
H -2.49 4.45 0.98
H -3.06 1.60 1.92
H -3.84 3.07 2.49
H -1.99 2.23 4.03
H -1.77 3.89 3.48
H 0.21 2.10 3.17
N -0.90 -3.80 -0.71
C -1.42 -2.57 -0.58
O -0.56 -1.64 -1.06
C -2.68 -2.34 -0.08
C -3.33 -1.08 0.04
N -3.93 -0.11 0.19
C -3.37 -3.49 0.42
N -3.88 -4.45 0.78
H 0.10 -3.87 -0.83
H -1.40 -4.58 -0.33
C 0.25 -3.28 2.57
Si 0.10 -1.40 2.46
C -1.62 -0.95 3.11
C 1.37 -0.65 3.65
N -0.97 -0.23 -0.91
C -1.11 0.36 -2.19
C -0.25 0.08 -3.25
C -0.39 0.76 -4.45
C -1.36 1.74 -4.60
C -2.22 2.01 -3.54
C -2.11 1.31 -2.35
H 0.21 -3.57 3.62
H 1.19 -3.65 2.15
H -0.58 -3.78 2.07
H -1.69 -1.21 4.17
H -2.40 -1.51 2.59
H -1.86 0.11 3.00
H 1.52 -1.32 4.51
H 1.03 0.31 4.06
H 2.34 -0.47 3.19
H 0.50 -0.70 -3.14
H 0.27 0.52 -5.28
H -1.46 2.27 -5.53
H -3.01 2.75 -3.66
H -2.82 1.45 -1.54
*
```

As for the frontier orbital gap (spin up / spin down): 8.20 / 8.17 eV. As for the LUMO energy (spin up / spin down): -0.10528 / -0.08680 Ha. The expectation value of S² is 2.095. The value obtained for the relative energy (zero: lowest compared OMol25 entry of this formula, charge and spin) is 99.99 kcal/mol.

# 6
ORCA calculation (ωB97M-V/def2-TZVPD) on C4H8O2 as an isolated structure in a non-equilibrium geometry.

ORCA input file:
```
! wB97M-V def2-TZVPD RIJCOSX def2/J DEFGRID3
* xyz 0 1
C -1.09 1.07 -0.40
C 0.26 0.92 0.25
O 0.14 0.29 1.57
C 0.58 -0.90 1.11
C 1.10 -0.32 -0.19
O 0.87 -0.97 -1.39
H -1.63 0.12 -0.38
H -1.69 1.82 0.13
H -0.98 1.39 -1.44
H 0.79 1.88 0.33
H -0.69 -1.87 0.48
H 0.16 -1.90 1.36
H 2.17 -0.09 -0.15
H 0.02 -1.43 -1.29
*
```

As for the frontier orbital gap: 9.13 eV. As for the LUMO energy: 0.02112 Ha. The value obtained for the relative energy (zero: lowest compared OMol25 entry of this formula, charge and spin) is 123.99 kcal/mol.

# 7
ORCA calculation (ωB97M-V/def2-TZVPD) on C7H28N15O10V as an isolated structure in a non-equilibrium geometry.

ORCA input file:
```
! wB97M-V def2-TZVPD RIJCOSX def2/J DEFGRID3
* xyz 1 4
V 0.61 -3.00 0.99
N -0.11 0.25 0.20
O -1.21 0.51 -0.27
O 0.23 -0.95 0.39
O 0.73 1.12 0.42
C -1.02 -1.15 -3.43
O -0.77 -1.39 -4.60
N -1.71 -0.08 -2.96
N -0.64 -2.02 -2.42
H -1.65 0.11 -1.97
H -2.17 0.54 -3.60
H -0.05 -2.80 -2.69
H -0.95 -1.82 -1.49
C 2.59 -2.67 -2.03
O 1.82 -3.32 -2.72
N 3.91 -3.06 -1.87
N 2.37 -1.38 -1.61
H 4.20 -3.84 -2.43
H 4.55 -2.33 -1.61
H 1.42 -1.06 -1.66
H 3.04 -0.90 -1.02
C 3.88 0.83 0.85
O 3.59 -0.37 0.84
N 5.03 1.23 1.49
N 3.21 1.82 0.19
H 5.73 0.55 1.69
H 5.13 2.22 1.62
H 2.44 1.55 -0.41
H 3.14 2.73 0.60
C -0.26 4.42 1.52
O -0.40 5.53 1.99
N -1.00 3.96 0.47
N 0.77 3.60 1.89
H -1.71 4.54 0.07
H -0.74 3.08 0.05
H 1.41 3.98 2.57
H 0.88 2.69 1.49
C 1.32 -1.60 3.92
O 0.91 -2.22 2.91
N 1.45 -2.13 5.15
N 1.62 -0.29 3.77
H 1.26 -3.10 5.32
H 1.78 -1.43 5.80
H 1.76 0.00 2.81
H 2.09 0.24 4.48
C -2.49 -3.53 0.36
O -1.50 -3.29 1.10
N -2.96 -2.57 -0.47
N -3.14 -4.71 0.33
H -2.85 -1.61 -0.16
H -3.72 -2.68 -1.11
H -2.74 -5.44 0.89
H -3.95 -4.84 -0.24
C -4.26 2.91 -2.28
O -3.94 2.06 -3.10
N -3.72 2.96 -1.03
N -5.17 3.89 -2.58
H -3.17 2.19 -0.69
H -3.98 3.59 -0.29
H -5.50 3.88 -3.52
H -5.40 4.59 -1.90
*
```

As for the frontier orbital gap (spin up / spin down): 6.73 / 6.78 eV. As for the LUMO energy (spin up / spin down): -0.16162 / -0.15976 Ha. The expectation value of S² is 3.753. The value obtained for the relative energy (zero: lowest compared OMol25 entry of this formula, charge and spin) is 85.35 kcal/mol.

# 8
ORCA calculation (ωB97M-V/def2-TZVPD) on C31H33NO4OsP2 as an isolated structure in a non-equilibrium geometry.

ORCA input file:
```
! wB97M-V def2-TZVPD RIJCOSX def2/J DEFGRID3
* xyz 2 1
Os 0.44 1.92 0.51
N 2.11 2.29 -0.74
C 3.22 1.27 -0.86
C 2.68 -0.08 -1.27
C 1.76 -0.60 -0.22
O 2.02 -1.51 0.52
O 0.57 0.06 -0.17
H 1.69 2.42 -1.66
H 2.52 3.18 -0.47
H 3.73 1.22 0.10
H 3.93 1.62 -1.60
H 3.50 -0.78 -1.42
H 2.12 0.02 -2.21
C -2.23 -0.30 1.67
C -0.82 -0.44 2.30
P -0.04 1.14 2.74
C -0.49 1.49 4.46
C 0.51 1.62 5.42
C 0.15 1.78 6.76
C -1.19 1.82 7.13
C -2.18 1.71 6.17
C -1.83 1.55 4.83
C 1.76 0.90 2.88
C 2.36 -0.33 3.12
C 3.75 -0.43 3.19
C 4.54 0.71 3.05
C 3.95 1.95 2.84
C 2.56 2.04 2.74
P -2.72 0.93 0.44
C -4.48 1.04 0.50
C -5.27 0.08 1.13
C -6.65 0.21 1.11
C -7.24 1.30 0.46
C -6.45 2.25 -0.18
C -5.07 2.13 -0.16
C -2.10 2.58 0.79
C -1.16 3.33 0.01
C -0.53 4.43 0.63
C -0.89 4.83 1.92
C -1.94 4.20 2.58
C -2.53 3.07 2.03
H -2.97 -0.13 2.46
H -2.50 -1.24 1.18
H -0.13 -0.92 1.61
H -0.93 -1.06 3.18
H 1.55 1.59 5.15
H 0.92 1.86 7.51
H -1.46 1.94 8.17
H -3.23 1.74 6.45
H -2.62 1.48 4.09
H 1.76 -1.22 3.27
H 4.21 -1.39 3.36
H 5.61 0.63 3.12
H 4.56 2.84 2.77
H 2.10 3.02 2.64
H -4.84 -0.78 1.62
H -7.27 -0.53 1.59
H -8.32 1.40 0.45
H -6.91 3.09 -0.69
H -4.46 2.88 -0.64
H -1.15 3.24 -1.06
H 0.17 5.03 0.06
H -0.39 5.67 2.38
H -2.29 4.58 3.53
H -3.32 2.56 2.57
C -2.15 -0.57 -3.20
C -1.69 0.45 -2.21
O -2.44 0.31 -1.01
O -0.85 1.27 -2.36
H -3.21 -0.42 -3.40
H -2.04 -1.57 -2.77
H -1.57 -0.47 -4.11
*
```

As for the frontier orbital gap (spin up / spin down): 6.51 / 6.48 eV. As for the LUMO energy (spin up / spin down): -0.25259 / -0.24998 Ha. The value obtained for the relative energy (zero: lowest compared OMol25 entry of this formula, charge and spin) is 43.57 kcal/mol.

Q: Which formula does entry 3 have?
A: C4H8BNO2

Q: What is the formula in the second record?
A: C7H16AsIO6P

Q: The highest relative energy (zero: lowest compared OMol25 entry of this formula, charge and spin) belongs to which entry?
A: C30H70N10O10

Q: Number 7 is which compound?
A: C7H28N15O10V